# 1
C3H11O4 | ωB97M-V with the def2-TZVPD basis set

The geometry in ORCA input format:
```
! wB97M-V def2-TZVPD RIJCOSX def2/J DEFGRID3
* xyz -1 1
C -0.147 -1.582 -1.100
O -1.270 -0.792 -1.412
C 1.190 -0.911 -0.686
C 1.441 -0.893 0.819
O 0.586 -0.153 1.614
H -0.377 -2.271 -0.255
H 0.003 -2.237 -1.980
H 1.235 0.138 -1.074
H 1.991 -1.527 -1.107
H 1.529 -1.930 1.152
H 2.430 -0.532 1.021
H -0.252 0.161 1.164
H -1.477 0.040 -0.805
H -2.686 1.058 0.301
O -1.763 1.152 -0.037
H -0.888 2.733 0.398
H -0.836 3.837 1.459
O -0.708 3.709 0.526
*
```

Results
Largest force on an atom = 1.91 eV/Å
HOMO-LUMO gap = 8.536 eV
Highest occupied orbital energy = -4.58 eV

***

# 2
C3H12B3N3 | ωB97M-V with the def2-TZVPD basis set

The geometry in ORCA input format:
```
! wB97M-V def2-TZVPD RIJCOSX def2/J DEFGRID3
* xyz 0 1
B 1.324 0.328 0.393
B -0.838 1.071 -0.354
B -0.633 -1.234 0.474
N 0.579 1.284 -0.356
N 0.678 -0.822 0.997
N -1.420 -0.250 -0.200
C 2.895 0.503 0.437
C -1.729 2.122 -1.141
C -1.077 -2.732 0.461
H 1.037 2.078 -0.665
H 1.198 -1.391 1.647
H -2.399 -0.421 -0.227
H 3.270 1.507 0.650
H 3.210 0.266 -0.588
H 3.332 -0.198 1.148
H -1.202 3.069 -1.078
H -1.778 1.807 -2.177
H -2.724 2.249 -0.719
H -2.162 -2.671 0.358
H -0.699 -3.252 -0.406
H -0.861 -3.315 1.348
*
```

Results
Largest force on an atom = 3.92 eV/Å
HOMO-LUMO gap = 10.332 eV
Highest occupied orbital energy = -9.84 eV
SMILES = CB1NB(C)NB(C)N1

***

# 3
C3H12BFIN5O6S | ωB97M-V with the def2-TZVPD basis set

The geometry in ORCA input format:
```
! wB97M-V def2-TZVPD RIJCOSX def2/J DEFGRID3
* xyz 0 1
C -1.324 1.747 2.576
O -2.031 1.690 1.305
B -2.542 0.415 1.088
O -3.883 0.162 1.404
N -1.741 -0.741 0.587
I -3.128 -1.970 -0.424
S -0.647 -0.243 -0.620
O 0.504 0.490 -0.092
O -1.327 0.445 -1.704
F -0.098 -1.610 -1.269
H -2.002 2.077 3.396
H -0.945 0.726 2.793
H -0.494 2.475 2.535
H -4.099 0.607 2.237
C 1.765 1.443 -4.954
O 2.438 1.673 -5.946
N 2.311 1.274 -3.716
N 0.405 1.335 -4.994
H 1.767 1.085 -2.895
H 3.308 1.345 -3.638
H -0.039 1.453 -5.885
H -0.158 1.146 -4.184
C 0.978 -2.088 2.800
O -0.238 -1.992 2.798
N 1.766 -1.323 2.001
N 1.646 -2.967 3.602
H 2.766 -1.388 1.990
H 1.306 -0.660 1.391
H 1.095 -3.549 4.206
H 2.644 -3.055 3.613
*
```

Results
Largest force on an atom = 2.98 eV/Å
HOMO-LUMO gap = 8.358 eV
Highest occupied orbital energy = -9.65 eV

***

# 4
C3H12ClCuN6O3 | ωB97M-V with the def2-TZVPD basis set

The geometry in ORCA input format:
```
! wB97M-V def2-TZVPD RIJCOSX def2/J DEFGRID3
* xyz 1 2
Cu 3.590 0.482 0.080
Cl 1.274 1.481 0.293
C -1.090 2.778 -2.929
O -2.064 2.942 -3.695
N -0.891 1.582 -2.386
N -0.216 3.548 -2.562
H 0.007 1.302 -2.017
H -1.693 0.970 -2.337
H 0.299 3.119 -1.806
H -0.432 4.534 -2.552
C -0.620 -2.105 -2.051
O -0.176 -2.963 -2.777
N 0.076 -1.456 -1.210
N -1.910 -1.791 -2.031
H 1.080 -1.379 -1.287
H -0.332 -0.894 -0.477
H -2.558 -2.249 -2.654
H -2.238 -1.498 -1.121
C 1.477 -1.072 4.142
O 2.576 -1.285 3.785
N 0.772 -0.109 3.633
N 0.759 -1.966 4.742
H -0.006 0.155 4.220
H 1.327 0.567 3.127
H 1.180 -2.879 4.827
H -0.194 -1.814 5.043
*
```

Results
Largest force on an atom = 7.73 eV/Å
HOMO-LUMO gap (spin up / spin down) = 7.187 / 3.391 eV
Highest occupied orbital energy (spin up / spin down) = -12.10 / -12.10 eV
⟨S²⟩ = 0.76

***

# 5
C3H12CsN4O3 | ωB97M-V with the def2-TZVPD basis set

The geometry in ORCA input format:
```
! wB97M-V def2-TZVPD RIJCOSX def2/J DEFGRID3
* xyz 1 1
Cs 1.347 0.780 -4.527
C -1.428 -2.198 0.113
O -1.104 -3.541 0.233
H -2.464 -2.133 -0.218
H -1.264 -1.919 1.154
H -0.760 -1.723 -0.606
H -1.414 -3.962 1.037
C -3.186 3.701 -0.989
O -2.240 3.052 -1.393
N -3.653 4.722 -1.563
N -3.881 3.359 0.050
H -4.233 5.407 -1.100
H -3.224 5.080 -2.404
H -3.550 2.533 0.527
H -4.528 4.009 0.473
C 4.358 -1.901 0.628
O 3.949 -1.217 -0.314
N 3.743 -3.004 1.054
N 5.331 -1.629 1.450
H 2.827 -3.243 0.702
H 4.058 -3.263 1.978
H 5.441 -2.129 2.321
H 5.875 -0.780 1.395
*
```

Results
Largest force on an atom = 7.79 eV/Å
HOMO-LUMO gap = 8.402 eV
Highest occupied orbital energy = -11.88 eV

***

# 6
C3H12FN2NiO9 | ωB97M-V with the def2-TZVPD basis set

The geometry in ORCA input format:
```
! wB97M-V def2-TZVPD RIJCOSX def2/J DEFGRID3
* xyz -1 3
Ni -2.265 21.116 13.002
N -2.601 20.267 9.993
O -3.505 19.485 9.689
O -1.581 20.373 9.341
O -2.758 20.988 11.058
N -0.220 23.238 12.466
O 0.343 22.961 11.434
O 0.330 23.859 13.396
O -1.483 22.932 12.610
F -0.627 20.306 12.720
C 2.215 21.204 14.403
O 2.883 20.988 13.144
H 1.170 21.431 14.219
H 2.391 20.340 15.052
H 2.643 22.093 14.886
H 3.775 21.317 13.274
C -0.489 16.922 14.477
O 0.479 17.832 13.988
H -0.335 16.898 15.556
H -1.501 17.213 14.185
H -0.311 15.934 14.040
H 0.071 18.443 13.351
C -1.518 19.992 15.794
O -2.118 21.076 15.046
H -0.604 19.682 15.282
H -1.180 20.318 16.777
H -2.221 19.167 15.861
H -2.082 21.881 15.569
*
```

Results
Largest force on an atom = 2.82 eV/Å
HOMO-LUMO gap (spin up / spin down) = 7.952 / 7.824 eV
Highest occupied orbital energy (spin up / spin down) = -5.68 / -5.65 eV
⟨S²⟩ = 2.00

***

# 7
C3H12FN3O13V | ωB97M-V with the def2-TZVPD basis set

The geometry in ORCA input format:
```
! wB97M-V def2-TZVPD RIJCOSX def2/J DEFGRID3
* xyz -2 2
O -1.101 -0.138 0.510
V -0.371 0.151 -0.912
N 2.535 -1.566 -0.926
O 1.705 -0.713 -0.693
O 3.677 -1.499 -0.502
O 2.168 -2.560 -1.455
N 0.121 -3.729 1.273
O 0.093 -4.039 0.058
O 0.200 -2.514 1.597
O 0.134 -4.630 2.090
N 1.081 0.783 -3.887
O 0.391 0.852 -2.883
O 1.937 -0.099 -4.000
O 0.898 1.602 -4.776
F -0.745 -1.844 -1.716
C 0.230 2.833 1.034
O 0.603 2.112 -0.122
H -0.053 2.234 1.900
H 1.035 3.501 1.339
H -0.589 3.514 0.804
H 1.182 2.677 -0.639
C -3.201 0.506 -2.135
O -2.172 1.266 -1.498
H -2.626 -0.030 -2.891
H -3.693 -0.212 -1.478
H -3.916 1.209 -2.562
H -2.408 2.195 -1.444
C 0.417 -0.215 4.342
O 0.840 -0.046 3.018
H 1.005 0.425 5.000
H -0.635 0.068 4.308
H 0.558 -1.232 4.708
H 0.698 -0.865 2.537
*
```

Results
Largest force on an atom = 6.77 eV/Å
HOMO-LUMO gap (spin up / spin down) = 5.001 / 5.004 eV
Highest occupied orbital energy (spin up / spin down) = -1.17 / -1.18 eV
⟨S²⟩ = 0.80

***

# 8
C3H12InN6O3 | ωB97M-V with the def2-TZVPD basis set

The geometry in ORCA input format:
```
! wB97M-V def2-TZVPD RIJCOSX def2/J DEFGRID3
* xyz 3 1
In -0.374 -0.808 1.641
C 1.512 -1.909 -1.719
O 1.139 -1.199 -0.878
N 1.520 -3.276 -1.862
N 2.031 -1.403 -2.802
H 1.112 -3.761 -1.076
H 1.911 -3.749 -2.665
H 2.590 -2.091 -3.285
H 2.129 -0.398 -2.766
C 0.779 2.205 3.940
O 0.104 1.303 3.696
N 1.704 2.119 4.815
N 0.639 3.413 3.515
H 1.951 1.242 5.252
H 2.160 2.988 5.053
H 0.218 3.522 2.603
H 1.073 4.176 4.013
C -2.648 -0.512 -1.735
O -2.221 -1.031 -0.673
N -3.210 -1.194 -2.657
N -2.610 0.731 -2.080
H -3.401 -0.770 -3.553
H -2.803 -2.116 -2.591
H -2.990 1.213 -2.882
H -2.312 1.306 -1.305
*
```

Results
Largest force on an atom = 11.37 eV/Å
HOMO-LUMO gap = 2.615 eV
Highest occupied orbital energy = -19.74 eV

***

# 9
C3H12N2 | ωB97M-V with the def2-TZVPD basis set

The geometry in ORCA input format:
```
! wB97M-V def2-TZVPD RIJCOSX def2/J DEFGRID3
* xyz 0 1
C -0.097 -4.603 2.966
C -0.549 -4.830 4.375
H 0.335 -5.458 2.450
H 0.652 -3.804 2.907
H -0.830 -4.173 2.281
H -0.089 -5.756 4.737
H -0.228 -4.091 5.107
H -1.630 -4.932 4.471
N -0.149 3.094 -3.336
C 0.209 4.349 -2.698
N 0.769 5.351 -3.576
H -0.891 3.051 -4.018
H 0.309 2.208 -3.222
H -0.673 4.768 -2.228
H 0.958 4.099 -1.950
H 1.732 5.251 -3.885
H 0.173 5.475 -4.382
*
```

Results
Largest force on an atom = 2.11 eV/Å
HOMO-LUMO gap = 9.928 eV
Highest occupied orbital energy = -8.64 eV
SMILES = NCN.CC

***

# 10
C3H12N2 | ωB97M-V with the def2-TZVPD basis set

The geometry in ORCA input format:
```
! wB97M-V def2-TZVPD RIJCOSX def2/J DEFGRID3
* xyz 0 1
C -0.273 2.459 -1.221
N -1.331 3.417 -0.991
H 0.414 2.216 -0.394
H 0.418 2.807 -1.973
H -0.784 1.497 -1.290
H -2.109 2.984 -0.585
H -1.107 4.225 -0.430
C 0.697 -2.540 -0.213
C -0.088 -1.800 0.820
N 0.665 -1.616 2.089
H 1.057 -3.527 0.131
H 0.202 -2.633 -1.167
H 1.595 -1.923 -0.569
H -0.483 -0.828 0.535
H -0.975 -2.445 1.061
H 1.662 -1.608 1.918
H 0.441 -0.684 2.281
*
```

Results
Largest force on an atom = 2.66 eV/Å
HOMO-LUMO gap = 10.075 eV
Highest occupied orbital energy = -9.22 eV
SMILES = CCN.CN

***

# 11
C3H12N2O | ωB97M-V with the def2-TZVPD basis set

The geometry in ORCA input format:
```
! wB97M-V def2-TZVPD RIJCOSX def2/J DEFGRID3
* xyz 0 1
C 2.407 -1.434 -1.485
C 2.270 -1.460 -0.176
N 0.191 3.629 6.352
H 1.693 -1.790 -2.220
H -2.502 -0.602 -3.194
H 3.416 -1.340 -1.895
H 1.324 -1.718 0.335
H 2.928 -1.243 0.659
H -0.687 4.035 6.679
H -0.063 2.953 5.652
H 0.542 3.211 7.213
N -1.762 0.035 -0.952
C -0.914 -0.465 -2.012
O -1.723 -1.095 -2.984
H -2.593 -0.451 -0.682
H -1.514 0.840 -0.414
H -0.186 -1.167 -1.624
H -0.454 0.391 -2.494
*
```

Results
Largest force on an atom = 2.50 eV/Å
HOMO-LUMO gap = 9.986 eV
Highest occupied orbital energy = -8.96 eV
SMILES = C=C.NCO.N

***

# 12
C3H12N2O2 | ωB97M-V with the def2-TZVPD basis set

The geometry in ORCA input format:
```
! wB97M-V def2-TZVPD RIJCOSX def2/J DEFGRID3
* xyz 0 1
C 0.132 -0.828 -1.974
C 1.410 -0.381 -1.250
O 0.418 -1.721 -3.012
O -0.745 -1.437 -1.068
H -0.602 -0.975 -0.218
H 0.477 -2.600 -2.617
H -0.339 0.045 -2.452
H 0.975 0.993 -0.553
H 1.994 -1.256 -0.961
H 2.044 0.207 -1.924
C -1.757 0.959 1.991
N -0.392 1.262 2.390
N 0.923 0.253 0.264
H -0.119 0.799 3.251
H 1.787 0.294 0.803
H 0.158 1.750 1.693
H -2.472 1.352 2.718
H -1.937 -0.119 1.907
H -1.955 1.403 1.014
*
```

Results
Largest force on an atom = 6.17 eV/Å
HOMO-LUMO gap = 8.972 eV
Highest occupied orbital energy = -8.24 eV
SMILES = NCC(O)O.CN

***

no.,DFT total energy (hartree)
1,-421.881893
2,-360.590982
3,-1667.467184
4,-2776.122772
5,-586.206978
6,-2516.137885
7,-2307.414217
8,-864.637038
9,-230.974781
10,-230.960081
11,-306.175228
12,-381.384161